# 1
Formula: C8H18O9Zr
Source: OMol25
Level of theory: ωB97M-V/def2-TZVPD

Properties
net charge	-4
HOMO-LUMO gap	0.1402	Ha
strongest force on any atom	4.5	eV/A
highest occupied orbital energy	4.845	eV

Each line ends with the natural charge from an NBO analysis.
Geometry (Å):
Zr1 -0.040 -0.277 -0.214  2.490
O1 0.651 -2.299 0.133  -0.930
C1 1.181 -3.581 0.360  -0.062
C2 2.687 -3.777 0.703  -0.040
O2 3.269 -3.586 1.942  -0.977
H1 1.006 -4.235 -0.513  0.088
H2 0.589 -3.958 1.212  0.121
H3 3.230 -3.236 -0.099  0.080
H4 2.861 -4.857 0.471  0.029
O3 -0.737 1.445 4.890  -1.004
C3 -1.566 1.331 3.785  -0.041
C4 -1.325 0.334 2.617  -0.069
O4 -0.052 0.278 1.987  -0.899
H5 -1.654 2.331 3.316  0.083
H6 -2.580 1.019 4.137  0.037
H7 -2.084 0.437 1.817  0.106
H8 -1.571 -0.688 2.984  0.085
O5 -0.964 1.625 -0.639  -0.923
C5 -0.966 3.014 -0.665  -0.059
C6 -1.960 3.830 -1.604  -0.037
O6 -3.300 3.552 -1.507  -1.004
H9 0.082 3.331 -0.794  0.109
H10 -1.227 3.404 0.333  0.126
H11 -1.680 3.619 -2.666  0.051
H12 -1.699 4.906 -1.468  0.042
O7 2.028 0.406 -0.518  -0.875
C7 2.476 0.054 -1.814  -0.080
C8 1.361 -0.080 -2.890  -0.067
O8 0.131 -0.619 -2.469  -0.937
H13 2.953 -0.927 -1.664  0.139
H14 3.227 0.734 -2.250  0.101
H15 1.634 -0.758 -3.723  0.105
H16 1.230 0.906 -3.373  0.106
O9 -2.073 -1.106 -0.433  -0.921
H17 -2.798 -0.555 -0.769  0.524
H18 -2.320 -2.018 -0.615  0.501



# 2
Formula: C5H6O
Source: OMol25
Level of theory: ωB97M-V/def2-TZVPD

Properties
net charge	0
HOMO-LUMO gap	0.3133	Ha
strongest force on any atom	0.8	eV/A
highest occupied orbital energy	-8.281	eV

Each line ends with the natural charge from an NBO analysis.
Geometry (Å):
C1 2.214 -1.558 1.418  -0.699
C2 1.077 -0.916 0.815  0.121
C3 0.144 -0.396 0.255  -0.212
C4 -1.074 0.022 -0.286  0.191
C5 -2.305 1.777 -0.821  -0.262
O1 -0.978 1.261 -0.715  -0.462
H1 3.110 -1.318 0.841  0.244
H2 2.333 -1.185 2.437  0.250
H3 2.054 -2.639 1.436  0.238
H4 -2.907 0.866 -0.759  0.217
H5 -2.417 2.439 0.041  0.187
H6 -2.458 2.319 -1.750  0.185



# 3
Formula: C3H10OS2
Source: OMol25
Level of theory: ωB97M-V/def2-TZVPD

Properties
net charge	0
HOMO-LUMO gap	0.3186	Ha
strongest force on any atom	1.0	eV/A
highest occupied orbital energy	-8.036	eV
SMILES	CCO.CSS

Each line ends with the natural charge from an NBO analysis.
Geometry (Å):
C1 1.349 -1.463 0.833  -0.635
C2 0.807 -0.817 2.109  -0.063
O1 0.888 0.605 2.001  -0.745
H1 1.112 -0.848 -0.024  0.230
H2 0.837 -2.419 0.689  0.203
H3 2.412 -1.718 0.872  0.201
H4 -0.249 -1.069 2.170  0.166
H5 1.396 -1.157 2.959  0.164
H6 1.312 1.003 2.762  0.472
C3 -2.070 0.752 -2.766  -0.748
S1 -1.696 0.762 -1.010  0.087
S2 0.140 1.715 -1.225  -0.168
H7 -2.744 -0.084 -2.948  0.231
H8 -2.549 1.705 -3.017  0.220
H9 -1.158 0.669 -3.352  0.226
H10 0.214 2.364 -0.054  0.157



# 4
Formula: C9H8O3P
Source: OMol25
Level of theory: ωB97M-V/def2-TZVPD

Properties
net charge	-1
HOMO-LUMO gap	0.2462	Ha
strongest force on any atom	1.5	eV/A
highest occupied orbital energy	-3.134	eV

Each line ends with the natural charge from an NBO analysis.
Geometry (Å):
C1 -2.782 -1.246 0.360  -0.287
C2 -1.647 -1.829 0.911  -0.216
C3 -2.670 0.004 -0.228  -0.215
C4 -0.435 -1.182 0.874  -0.234
C5 -1.456 0.655 -0.274  -0.278
C6 -0.293 0.083 0.277  0.059
C7 2.566 -1.099 -1.024  0.999
C8 1.135 2.018 -0.554  -0.650
C9 0.970 0.754 0.239  -0.638
O1 2.090 -2.100 -0.687  -0.558
O2 3.148 -0.302 -1.626  -0.541
O3 3.463 1.122 1.087  -1.132
P1 2.305 0.195 1.220  1.079
H1 -3.736 -1.759 0.391  0.190
H2 -1.719 -2.807 1.372  0.193
H3 -3.547 0.478 -0.658  0.190
H4 0.438 -1.644 1.305  0.218
H5 -1.405 1.634 -0.730  0.198
H6 0.752 1.909 -1.574  0.188
H7 0.622 2.864 -0.082  0.189
H8 2.200 2.249 -0.600  0.245



# 5
Formula: C31H38IrN4
Source: OMol25
Level of theory: ωB97M-V/def2-TZVPD

Properties
net charge	-1
HOMO-LUMO gap (spin up / spin down)	0.0774 / 0.2009	Ha
<S²>	6.04
strongest force on any atom	5.2	eV/A
highest occupied orbital energy (spin up / spin down)	0.386 / -4.235	eV
spin multiplicity	5

Each line ends with the Mulliken spin population.
Geometry (Å):
Ir1 0.877 -0.335 -0.047  0.617
N1 -1.909 -1.329 1.124  0.712
N2 -0.398 -2.283 -1.256  0.135
C1 2.543 0.931 -0.471  0.092
C2 2.937 -0.254 0.254  0.152
C3 2.303 -0.185 1.571  -0.079
C4 2.286 -1.206 2.658  0.014
H1 2.347 -2.216 2.244  -0.002
H2 1.351 -1.105 3.225  0.001
H3 3.126 -1.026 3.334  -0.003
C5 1.665 1.083 1.659  0.215
C6 1.084 1.644 2.907  -0.045
H4 1.881 1.904 3.621  0.009
H5 0.441 0.891 3.386  0.014
H6 0.509 2.555 2.702  0.004
C7 1.669 1.699 0.379  -0.022
C8 0.880 2.908 -0.018  0.088
H7 0.085 3.074 0.717  -0.006
H8 0.404 2.748 -0.994  -0.011
H9 1.483 3.822 -0.083  0.008
C9 3.670 -1.436 -0.256  -0.034
H10 4.510 -1.605 0.427  0.007
H11 4.005 -1.243 -1.277  0.010
H12 3.036 -2.339 -0.267  0.009
C10 2.834 1.323 -1.874  0.017
H13 1.866 1.502 -2.366  0.008
H14 3.337 0.509 -2.402  -0.001
H15 3.418 2.252 -1.973  0.000
C11 -2.133 -0.878 2.448  -0.073
H16 -2.618 0.106 2.434  0.002
C12 -2.625 -1.915 3.452  0.016
H17 -3.580 -1.660 3.938  -0.002
C13 -2.376 -3.328 2.998  0.448
H18 -2.648 -4.131 3.697  0.044
C14 -1.716 -3.579 1.828  -0.138
H19 -1.463 -4.586 1.499  0.002
C15 -1.267 -2.457 1.007  0.447
C16 -0.081 -2.547 0.119  0.165
H20 0.512 -3.458 0.275  0.002
C17 -0.179 -0.967 -1.469  0.053
C18 -0.518 -2.921 -2.505  -0.018
H21 -0.640 -3.995 -2.595  0.002
C19 -0.637 -1.933 -3.422  0.147
H22 -0.880 -1.956 -4.466  0.057
N3 -0.475 -0.702 -2.765  -0.019
C20 -0.620 0.616 -3.300  0.252
C21 0.246 1.024 -4.317  0.245
C22 0.114 2.331 -4.802  -0.141
H23 0.801 2.682 -5.578  0.004
C23 -0.855 3.201 -4.302  0.096
C24 -1.026 4.592 -4.857  -0.007
H24 -0.892 5.364 -4.084  0.008
H25 -2.036 4.721 -5.271  0.016
H26 -0.305 4.789 -5.661  0.006
C25 -1.679 2.765 -3.259  0.466
H27 -2.407 3.453 -2.831  0.098
C26 -1.588 1.462 -2.753  -0.203
C27 -2.527 0.985 -1.695  -0.039
H28 -3.076 0.072 -1.971  0.003
H29 -3.272 1.765 -1.500  0.022
H30 -2.005 0.778 -0.748  -0.017
C28 1.312 0.126 -4.852  -0.020
H31 0.951 -0.528 -5.659  0.017
H32 1.741 -0.501 -4.063  0.017
H33 2.112 0.750 -5.272  0.011
C29 -2.074 -0.978 6.770  0.002
C30 -1.189 -1.778 5.800  0.018
C31 -1.410 -1.465 4.361  -0.018
N4 -0.835 -0.790 3.437  0.126
H34 -2.150 0.073 6.481  0.000
H35 -1.633 -1.026 7.766  0.000
H36 -3.087 -1.388 6.831  0.000
H37 -0.117 -1.623 6.010  0.002
H38 -1.409 -2.848 5.922  -0.012



Relative energy (zero: lowest compared OMol25 entry of this formula, charge and spin) for the records above, in order: 0.0; 99.9; 19.1; 0.0; 49.1 kcal per mole
E for the records above, in order: -28283.280; -7324.954; -26990.463; -24896.004; -41555.736 eV